[1]
C24H42F6N2O2P3PbS2Sb as an isolated structure, computed with the ωB97M-V functional and the def2-TZVPD basis.

Geometry as XYZ:
```
83
Properties=species:S:1:pos:R:3:forces:R:3:lowdin_spin:R:1
Pb -0.448 -0.153 -0.591 -0.7563 -0.2802 0.2877 0.011
C 1.211 1.989 2.171 -0.0432 -0.0237 -0.1117 0.001
P -0.437 1.607 1.485 0.2675 0.1039 0.2982 0.000
C -1.190 0.673 2.884 -0.0006 -0.1102 0.0070 0.000
N -1.745 1.352 3.847 0.0196 -0.0207 -0.0062 0.000
C -2.265 0.665 4.898 0.0530 0.1099 -0.1055 0.000
C -2.914 1.367 5.939 -0.0058 0.0375 -0.0259 0.000
C -3.421 0.672 6.995 -0.0311 -0.0292 0.0642 0.000
C -3.303 -0.739 7.063 -0.0443 0.0401 0.0633 0.000
C -2.677 -1.438 6.075 0.0007 -0.0462 -0.0102 0.000
C -2.144 -0.739 4.968 0.0537 -0.0811 -0.0773 0.000
N -1.499 -1.424 3.988 -0.0582 -0.0311 -0.0026 0.000
C -1.065 -0.757 2.959 -0.0424 0.1129 -0.0774 0.000
P -0.103 -1.697 1.698 0.2375 -0.0006 0.2943 0.000
C 1.450 -1.894 2.643 0.0573 0.0608 -0.1341 0.006
C -0.676 -3.442 1.388 -0.0249 0.1809 -0.0668 0.000
C 0.406 -4.040 0.474 0.0181 0.0077 -0.0187 0.000
C -2.008 -3.394 0.641 -0.0102 -0.0847 -0.0241 0.000
C -0.818 -4.279 2.660 0.0424 -0.0607 -0.0160 0.000
C -1.230 3.246 1.112 -0.0635 -0.1925 -0.0765 0.000
C -0.263 3.930 0.133 -0.0081 0.0061 -0.0218 0.000
C -2.566 2.971 0.415 0.0583 0.0729 0.0399 0.000
C -1.444 4.125 2.345 0.0250 0.0691 -0.0327 0.000
H 1.093 2.581 3.079 0.0184 0.0174 0.0086 0.000
H 1.812 2.533 1.442 -0.0183 -0.0273 0.0253 0.000
H 1.732 1.064 2.413 -0.0317 0.0789 0.0071 0.002
H -3.001 2.444 5.865 0.0192 -0.0606 -0.0203 0.000
H -3.924 1.201 7.796 0.0119 -0.0379 -0.0307 0.000
H -3.721 -1.266 7.912 0.0088 0.0339 -0.0257 0.000
H -2.583 -2.516 6.106 0.0143 0.0590 -0.0277 0.000
H 1.210 -2.380 3.588 -0.0245 -0.0202 0.0207 0.000
H 1.887 -0.918 2.854 -0.0525 -0.0938 0.0426 0.002
H 2.177 -2.488 2.091 -0.0502 0.0120 0.0549 0.000
H 0.561 -3.436 -0.428 -0.0093 -0.0457 0.0451 0.000
H 0.074 -5.029 0.150 -0.0054 0.0266 0.0074 0.000
H 1.366 -4.165 0.980 -0.0692 -0.0074 -0.0351 0.000
H -1.945 -2.835 -0.298 -0.0044 -0.0401 0.0268 0.000
H -2.790 -2.953 1.250 -0.0624 0.0190 0.0232 0.000
H -2.311 -4.416 0.395 0.0411 0.0768 -0.0180 0.000
H 0.112 -4.342 3.231 -0.0585 0.0131 -0.0586 0.000
H -1.088 -5.295 2.355 0.0278 0.0636 0.0483 0.000
H -1.600 -3.891 3.307 0.0036 0.0103 -0.0091 0.000
H 0.016 3.278 -0.702 -0.0173 0.0468 0.0280 0.000
H 0.650 4.276 0.622 -0.0468 -0.0164 -0.0207 0.000
H -0.765 4.804 -0.289 0.0103 -0.0286 0.0252 0.000
H -2.445 2.376 -0.497 -0.0111 0.0645 0.0574 0.000
H -3.018 3.926 0.130 0.0488 -0.0733 -0.0035 0.000
H -3.262 2.452 1.069 0.0545 0.0852 -0.0151 0.000
H -0.517 4.312 2.894 -0.0376 -0.0207 -0.0446 0.000
H -2.167 3.687 3.027 -0.0121 -0.0079 -0.0035 0.000
H -1.827 5.090 1.999 0.0462 -0.0628 0.0412 0.000
F -2.626 -0.252 0.658 0.1732 -0.0176 -0.1767 0.001
Sb -4.573 -0.318 1.025 -0.1667 -0.1065 0.0479 0.000
F -4.235 0.979 2.349 0.0110 0.1377 0.1044 0.000
F -4.729 1.034 -0.263 -0.0756 0.0800 -0.1372 0.000
F -6.389 -0.392 1.403 -0.1577 0.0198 -0.0055 0.000
F -4.647 -1.626 -0.311 0.0435 -0.1555 -0.1169 0.000
F -4.145 -1.628 2.308 0.0588 -0.1316 0.1299 0.000
C 4.446 3.149 -2.753 -0.0932 -0.1193 0.0161 0.003
C 5.407 2.651 -1.697 -0.0377 -0.0817 -0.1162 0.000
C 6.664 2.031 -2.261 0.0168 -0.1052 -0.0174 0.000
O 4.747 1.702 -0.768 0.1146 0.0884 0.0123 0.007
P 3.848 0.462 -1.024 0.1664 0.1982 -0.3072 0.018
S 3.743 -0.507 0.726 -0.2110 0.0040 -0.0065 0.707
S 1.970 0.913 -1.479 0.4148 0.1291 0.0841 0.230
O 4.575 -0.325 -2.155 0.1464 -0.2452 -0.1183 0.006
C 4.247 -1.569 -2.895 -0.1200 0.0440 -0.0037 0.000
C 3.299 -1.260 -4.032 -0.0371 0.1381 0.0235 0.001
C 3.752 -2.668 -1.983 -0.0215 0.0941 0.1305 0.000
H 4.948 3.911 -3.350 -0.0242 -0.0164 0.0060 0.000
H 3.554 3.590 -2.306 0.0413 -0.0043 -0.0137 0.001
H 4.141 2.339 -3.422 0.0406 0.0571 0.0181 0.001
H 5.672 3.460 -1.025 -0.0149 0.0768 0.1064 0.000
H 6.431 1.213 -2.943 0.0183 0.0587 0.0199 0.000
H 7.307 1.657 -1.464 -0.0237 0.0219 -0.0243 0.000
H 7.209 2.798 -2.813 0.0092 -0.0240 0.0163 0.000
H 5.216 -1.844 -3.301 0.1278 0.0345 0.0322 0.000
H 2.301 -1.024 -3.663 0.0301 -0.0266 -0.0189 0.001
H 3.233 -2.133 -4.681 0.0061 0.0240 0.0096 0.000
H 3.661 -0.417 -4.622 0.0017 -0.0512 -0.0049 0.000
H 2.751 -2.446 -1.600 0.0582 -0.0110 -0.0197 0.000
H 4.424 -2.823 -1.139 -0.0135 -0.0213 -0.0425 0.001
H 3.701 -3.594 -2.555 -0.0196 0.0057 -0.0240 0.000
```
Forces are in eV/Å.

Values from the calculation:
Molecular weight, g mol⁻¹: 990.616
Net charge: +1
Spin multiplicity: 2
E_tot, Ha: -4052.473081
HOMO-LUMO gap (spin up / spin down), hartree: 0.309 / 0.193
Largest force on an atom, eV/Å: 0.86
HOMO level (spin up / spin down), eV: -11.61 / -11.61

[2]
C24H42LiN6 as an isolated structure at a distorted geometry, computed with the ωB97M-V functional and the def2-TZVPD basis.

Geometry as XYZ:
```
73
Properties=species:S:1:pos:R:3:forces:R:3:mulliken_charge:R:1
Li 0.180 -0.039 0.671 0.0022 -0.2503 -0.1212 0.696
C -4.471 -1.667 -3.008 -0.3482 -0.5736 -1.2014 -1.150
C -4.165 -0.179 -3.017 -0.0526 0.2124 0.1410 -0.669
C -3.445 0.266 -1.740 0.5821 -0.1670 0.3086 -0.151
C -2.232 -0.520 -1.442 -0.4503 -0.1818 -0.2476 0.237
N -1.293 -1.137 -1.210 0.1783 0.0587 0.0334 -0.375
H -5.228 -1.940 -3.754 -0.1425 0.4642 0.0804 0.378
H -4.895 -2.003 -2.062 0.3265 -0.0114 0.1750 0.303
H -3.652 -2.303 -3.350 0.3528 0.1451 0.6801 0.309
H -5.113 0.353 -3.103 0.0789 0.2092 0.2390 0.332
H -3.568 0.177 -3.858 -0.0046 -0.4619 -0.2149 0.318
H -4.097 0.157 -0.872 -0.0101 0.1659 0.0273 0.260
H -3.056 1.286 -1.787 -0.4802 0.1723 -0.0317 0.297
C -4.689 3.420 0.662 -0.6675 -0.9167 0.3453 -0.723
C -4.177 3.300 2.086 0.5575 0.6346 0.1075 -0.427
C -2.651 3.297 2.162 0.4078 -0.1125 0.2665 -0.619
C -2.046 2.109 1.534 -0.0744 0.5049 0.2634 0.072
N -1.570 1.176 1.068 0.0584 -0.0093 -0.0210 -0.134
H -4.364 2.545 0.094 0.1626 0.1500 -0.1679 -0.027
H -4.404 4.329 0.141 0.0445 0.0903 0.0957 0.336
H -5.777 3.323 0.712 0.0277 0.3430 -0.2796 0.333
H -4.562 2.408 2.580 -0.0826 -0.0036 -0.0744 0.291
H -4.465 4.164 2.691 -0.3026 -0.1040 -0.0841 0.320
H -2.318 3.350 3.202 -0.0199 -0.3525 -0.0138 0.315
H -2.221 4.203 1.731 -0.0808 -0.1363 -0.3753 0.324
C 3.831 3.654 1.513 -0.3364 0.0774 0.2293 -1.321
C 4.408 2.330 1.036 -0.7905 0.0645 -0.3410 -0.277
C 3.993 1.112 1.891 0.5115 0.5437 0.1875 0.198
C 2.559 0.966 2.088 -0.0417 -0.0101 -0.3355 0.341
N 1.427 0.835 2.208 -0.0372 0.0362 0.0630 -0.463
H 4.044 4.505 0.868 0.3570 -0.1925 -0.1230 0.374
H 4.178 3.904 2.517 -0.0561 0.0092 0.0259 0.326
H 2.739 3.595 1.520 0.0297 -0.0781 0.2120 0.313
H 5.493 2.363 0.960 0.0444 -0.0955 0.0689 0.401
H 4.000 2.130 0.041 0.2365 0.0571 -0.1298 0.107
H 4.418 1.176 2.896 0.2179 -0.1282 -0.0938 0.431
H 4.373 0.232 1.375 -0.0702 -0.2568 0.2829 -0.401
C 1.251 -1.157 -3.749 -0.6791 -0.1628 -0.2494 -0.935
C 1.925 0.189 -4.017 0.5242 -0.8684 0.6547 -0.317
C 1.165 1.365 -3.408 -0.0337 0.0235 -0.7906 -0.542
C 1.054 1.311 -1.960 0.2782 0.2203 -0.4437 0.203
N 0.967 1.270 -0.822 -0.1204 -0.1184 0.4243 -0.323
H 0.890 -1.280 -2.725 0.3274 0.2500 0.1036 0.101
H 1.888 -2.014 -3.961 0.1590 0.1136 -0.1053 0.331
H 0.345 -1.285 -4.351 0.1008 0.0940 -0.1684 0.359
H 2.118 0.384 -5.071 -0.3780 -0.0580 -0.1105 0.370
H 2.931 0.133 -3.587 -0.0470 0.2560 0.1699 0.133
H 0.145 1.390 -3.803 0.0165 0.0271 -0.0223 0.235
H 1.663 2.276 -3.744 -0.1572 0.2127 0.4023 0.365
C -3.682 -4.008 4.600 -0.5873 0.6910 0.4607 -1.258
C -2.345 -3.582 3.988 -0.2365 -1.2997 -0.7840 -0.394
C -2.198 -2.094 3.651 -0.4594 0.0716 0.8641 -0.517
C -1.168 -1.837 2.674 0.3790 -0.1049 -0.4625 0.330
N -0.351 -1.659 1.889 -0.2135 0.1411 0.1558 -0.391
H -4.053 -3.273 5.321 0.0810 -0.1096 0.1492 0.319
H -3.711 -4.985 5.080 0.5844 0.0485 0.0982 0.359
H -4.472 -4.094 3.848 0.2221 0.2812 -0.2312 0.322
H -2.305 -4.216 3.097 0.4119 0.4525 -0.3013 0.318
H -1.455 -3.873 4.545 -0.2402 -0.0463 0.4012 0.361
H -1.906 -1.577 4.571 -0.0373 0.0881 -0.0635 0.281
H -3.122 -1.610 3.331 -0.0411 -0.2263 -0.1781 0.326
C 5.361 -1.991 -2.551 0.2754 -0.8499 0.1024 -1.217
C 5.339 -1.384 -1.153 0.2073 0.2353 -0.2017 -0.049
C 4.529 -2.232 -0.147 -0.3638 0.6570 -0.2109 -0.715
C 3.101 -1.876 -0.193 0.0538 -0.3462 0.2207 0.176
N 1.982 -1.616 -0.224 0.2208 0.2676 0.0241 -0.287
H 5.602 -3.056 -2.467 0.0227 0.0325 -0.0818 0.393
H 6.110 -1.577 -3.223 -0.0391 0.3047 0.1467 0.375
H 4.391 -1.946 -3.046 -0.0996 0.1680 0.0847 0.134
H 4.966 -0.360 -1.254 -0.3229 -0.0772 0.3878 0.112
H 6.326 -1.250 -0.708 0.2101 -0.2858 -0.3777 0.391
H 4.920 -2.063 0.855 -0.2525 0.0239 0.1328 0.336
H 4.614 -3.302 -0.330 0.1060 -0.0032 -0.1766 0.443
```
Forces are in eV/Å.

Values from the calculation:
Molecular weight, g mol⁻¹: 421.583
Net charge: +1
E_tot, Ha: -1275.615245
HOMO-LUMO gap, hartree: 0.440
Largest force on an atom, eV/Å: 1.54
HOMO level, eV: -13.63

[3]
A 6-piece molecular cluster, C24H42N6 overall at a distorted geometry, computed with the ωB97M-V functional and the def2-TZVPD basis.

Geometry as XYZ:
```
72
Properties=species:S:1:pos:R:3:forces:R:3:mulliken_charge:R:1
C 1.952 -6.579 -0.457 0.5505 -1.5819 -0.0042 -1.180
C 3.020 -6.049 0.473 -0.3403 -0.3428 0.9853 -0.152
C 3.710 -4.841 -0.007 0.4920 2.2953 -0.0963 -0.118
C 4.286 -4.969 -1.338 -0.2249 -0.2625 0.9142 0.271
N 4.655 -5.128 -2.404 0.4785 -0.0589 -1.1150 -0.460
H 1.336 -5.831 -0.956 -0.1070 0.0993 0.5770 0.248
H 1.417 -7.281 0.182 -0.8277 0.1889 -0.3629 0.336
H 2.343 -7.219 -1.249 0.3200 0.1603 -0.1525 0.444
H 3.817 -6.708 0.818 -0.2148 -0.8867 -0.6710 0.332
H 2.523 -5.867 1.426 -0.0585 0.6813 0.0551 0.058
H 4.453 -4.483 0.705 0.3584 -0.2379 -0.0869 0.362
H 3.056 -3.973 -0.082 -0.4865 -0.0441 -0.0118 -0.174
C -3.505 3.445 2.420 1.4426 0.2819 -1.4394 -0.972
C -3.448 4.142 3.732 -2.0670 0.3353 0.3995 -0.479
C -2.553 5.375 3.931 0.5441 -1.3464 -0.4111 -0.255
C -2.790 6.422 2.922 0.2439 -0.7377 1.3736 0.200
N -3.000 7.269 2.188 -0.1470 0.5277 -0.7651 -0.451
H -3.731 4.176 1.644 0.0797 0.0158 -0.2477 0.321
H -4.263 2.668 2.321 0.1563 -0.0428 0.4569 0.363
H -2.506 3.053 2.228 -0.0275 -0.4456 -0.5143 0.101
H -3.289 3.374 4.489 0.0425 0.4660 0.4194 0.356
H -4.474 4.508 3.750 -0.2470 0.0888 1.1643 0.273
H -1.528 5.009 3.862 0.3240 0.3894 -0.2550 0.252
H -2.646 5.709 4.964 -0.2584 0.4641 -0.2519 0.310
C 1.506 3.308 -6.349 -0.3322 -0.4664 0.7720 -1.105
C 0.355 2.272 -6.442 0.4570 0.7734 0.4160 -0.382
C -0.211 1.866 -5.050 1.2435 -0.6298 0.3828 -0.409
C 0.856 1.282 -4.155 -0.3134 -0.0852 -0.0535 0.254
N 1.639 0.833 -3.433 -0.6051 0.3851 -0.6274 -0.487
H 1.822 3.662 -7.330 -0.4181 0.3132 0.1062 0.324
H 2.428 3.005 -5.853 -0.1125 -0.6592 0.0386 0.342
H 1.101 4.063 -5.674 0.2175 0.7261 -0.4798 0.270
H 0.664 1.429 -7.061 -0.2965 -0.1938 0.2405 0.326
H -0.439 2.828 -6.940 -0.1920 -0.3861 -0.2187 0.287
H -1.028 1.146 -5.096 0.1490 -0.1895 -0.2790 0.344
H -0.635 2.691 -4.478 0.1654 0.3982 -0.2683 0.265
C -0.658 0.574 0.038 -0.2659 -0.2853 -0.4562 -1.030
C 0.757 0.055 -0.212 -0.5642 -0.4593 0.2177 -0.311
C 0.805 -1.308 -1.015 0.3054 -0.0801 0.5103 -0.470
C 0.406 -2.547 -0.280 -0.3813 -0.3790 0.7020 -0.021
N 0.130 -3.512 0.307 0.4075 1.4682 -0.9203 -0.441
H -0.703 1.421 0.723 0.3435 0.0643 -0.0680 0.143
H -1.212 -0.218 0.540 -0.3091 -0.0542 -0.1901 0.451
H -1.154 0.868 -0.887 -0.2077 -0.1021 -0.0035 0.299
H 1.087 -0.027 0.823 0.9068 -0.6025 -0.2466 0.355
H 1.381 0.785 -0.727 -0.0484 -0.1514 -0.0523 0.284
H 1.808 -1.525 -1.384 0.3275 0.2311 0.3073 0.441
H 0.269 -1.286 -1.963 -0.4964 0.3038 0.2087 0.312
C 0.579 3.702 -0.966 1.9729 0.6980 -0.3766 -0.599
C 0.515 5.150 -1.407 -2.2132 2.0846 0.9410 -0.674
C -0.184 6.113 -0.310 0.3296 -1.7927 -0.8417 -0.391
C 0.535 6.177 0.953 0.1194 0.5305 -0.4549 0.224
N 1.110 6.361 1.925 0.2204 -0.2477 0.5063 -0.493
H 1.475 3.606 -0.352 -0.0707 -0.3740 0.3029 0.397
H 0.821 3.202 -1.905 -0.3322 -0.8367 0.2930 0.119
H -0.272 3.301 -0.416 -0.1121 0.2580 -0.4312 0.108
H -0.176 5.183 -2.249 -0.1451 0.2346 -0.1216 0.285
H 1.395 5.683 -1.766 0.4955 -0.7647 0.2399 0.419
H -1.114 5.592 -0.087 -0.3450 0.3992 -0.0103 0.144
H -0.383 7.122 -0.670 0.0282 -0.1353 -0.0238 0.400
C 0.110 -6.349 4.142 -0.8804 0.3430 -0.4738 -1.226
C -0.646 -5.189 3.356 0.1154 -0.6782 -0.4963 0.070
C -2.144 -5.416 2.993 0.4986 -1.5372 0.2985 -0.478
C -3.020 -5.739 4.104 -3.1566 -0.1442 3.8347 0.146
N -3.768 -5.977 4.996 2.8188 0.7557 -3.2351 -0.471
H 1.197 -6.276 4.144 -0.0384 0.8578 0.2525 0.355
H 0.027 -7.358 3.737 -0.7353 0.0688 -0.5958 0.332
H -0.282 -6.454 5.154 0.2152 0.2869 0.1214 0.397
H -0.241 -5.056 2.354 0.5559 -0.0163 0.1535 -0.056
H -0.546 -4.217 3.841 0.1269 -0.1747 0.2964 0.318
H -2.202 -6.359 2.449 0.2769 -0.0974 -0.5152 0.243
H -2.596 -4.688 2.319 0.2493 0.3359 0.3374 0.404
```
Forces are in eV/Å.

Values from the calculation:
Molecular weight, g mol⁻¹: 414.642
Net charge: 0
E_tot, Ha: -1268.100872
SMILES string: CCCC#N.CCCC#N.CCCC#N.CCCC#N.CCCC#N.CCCC#N
HOMO-LUMO gap, hartree: 0.411
Largest force on an atom, eV/Å: 4.97
HOMO level, eV: -11.01